(P)
# C2H4N4O2

A cluster of 2 separate species, C2H4N4O2 in total (the ωB97M-V functional and the def2-TZVPD basis, OMol25).

CARTESIAN COORDINATES (ANGSTROEM)
C 0.709 -0.521 0.125
C -1.356 -0.497 -0.013
H 3.789 -0.955 0.024
H -3.562 -0.037 0.158
H -1.673 1.834 0.106
H 0.964 1.668 -0.348
N 1.833 -0.959 0.038
N -0.429 -1.343 0.184
N -1.039 0.858 -0.178
N 0.349 0.949 0.340
O 2.971 -0.137 -0.241
O -2.557 -0.860 -0.196

For the molar mass, the calculation gives 116.08 g mol⁻¹. The net charge is 0. Its frontier orbital gap is 7.3 eV.


(Q)
# C2H4N4O2

The molecule C2H4N4O2 (the ωB97M-V functional and the def2-TZVPD basis, OMol25).

CARTESIAN COORDINATES (ANGSTROEM)
C -0.455 0.992 1.471
C 0.231 -0.209 0.790
H -0.481 -1.655 -1.867
H 1.142 -1.035 -1.617
H -0.326 1.539 -1.348
H 1.504 -1.696 0.841
N 0.132 -0.828 -1.551
N -0.321 -0.178 -0.458
N -1.014 0.997 -0.759
N 1.137 -0.884 1.409
O -1.035 1.679 0.466
O -0.513 1.278 2.625

For the molar mass, the calculation gives 116.08 g mol⁻¹. As for the SMILES: [H]/N=c1/c(=O)o[nH]n1N. The net charge is 0. Its frontier orbital gap is 9.6 eV.


Tell me which of them is the most stable. Sure, it is (Q).